DFT (wB97M-V/def2-TZVPD) results for a molecular structure, C28H43IN6PZr.

XYZ file:
```
80
C28H43IN6PZr wB97M-V/def2-TZVPD
C -2.991 3.283 -0.396
N -2.434 -1.629 0.264
H -5.398 -2.765 1.286
H -0.949 0.217 -3.235
Zr 1.445 -0.729 -1.880
H 5.259 0.890 -1.637
H -3.827 -0.574 1.437
H -1.575 2.296 -1.684
H -1.139 -3.248 0.758
H 0.147 -1.123 2.812
C 3.458 3.013 -2.262
H -3.212 -4.377 1.040
H 1.956 4.569 -2.811
N 3.819 -0.606 -1.695
C 0.570 1.506 3.356
N 1.976 1.299 -2.414
H -1.410 -2.985 -0.961
C 0.876 1.910 1.915
N -0.417 -0.075 1.110
H -5.082 3.417 -0.939
C -3.043 -4.006 0.026
H -2.531 4.270 -0.442
H -3.342 -2.126 2.083
H 6.122 -0.866 3.855
C -0.577 -0.697 -2.773
H 1.381 0.878 3.741
H -5.207 1.542 -2.398
N -0.508 -0.664 -1.328
C 4.640 -1.556 2.463
C 0.826 0.696 0.987
H 7.197 -0.655 -0.283
H -1.083 2.349 0.000
H 4.417 -2.591 -1.464
C 1.332 2.466 -2.705
H 0.140 2.649 1.593
C 4.327 -1.759 1.128
H -0.997 -1.603 -3.202
H 4.375 3.562 -2.112
H 3.378 -2.210 0.852
H 0.961 1.035 -0.048
H -3.363 3.152 0.623
H 3.932 -1.833 3.235
C -3.603 -1.602 1.158
H 0.529 2.394 3.987
C 6.790 -0.696 1.825
H 1.858 2.378 1.836
H -4.122 -2.905 -1.469
H -1.581 1.369 3.135
C -0.679 -0.474 2.499
C -3.898 0.692 -0.936
C -0.742 0.730 3.429
C 6.473 -0.899 0.486
H -3.994 3.871 -2.231
C -1.898 -2.987 0.012
P -1.502 -0.350 -0.103
H -3.986 -0.307 -1.358
I 1.722 -3.509 -1.953
H -5.450 -1.575 0.003
H -5.101 -4.108 -0.652
C -4.137 3.159 -1.417
H -0.930 0.392 4.449
C 3.296 1.647 -2.148
H 5.703 -1.507 -1.980
H -3.514 1.624 -2.826
H -2.750 -4.865 -0.576
C -4.213 1.739 -1.994
C 2.199 3.536 -2.620
H 7.757 -0.291 2.093
H 0.289 2.464 -2.981
C -4.803 -2.298 0.500
C 4.217 0.617 -1.805
H -4.621 0.776 -0.119
C 5.239 -1.425 0.129
C -4.323 -3.362 -0.496
N -2.525 0.887 -0.415
H 1.663 0.034 1.258
C 4.842 -1.603 -1.316
C -1.941 2.215 -0.654
C 5.873 -1.019 2.813
H -1.587 -1.067 2.541
```

Calculated values
**Net charge**: +1
**LUMO**: -3.10 eV
**Relative energy (zero: lowest compared OMol25 entry of this formula, charge and spin)**: 0.000 eV
**Gap between HOMO and LUMO**: 0.291 Eh
**Energy**: -57343.1536 eV
**E_HOMO**: -0.40453 hartree